H32O16 | ωB97M-V/def2-TZVPD

Values from the calculation:
Charge = -1
Orbital gap (alpha / beta) = 2.3 / 10.3 eV
HOMO (alpha / beta) = -0.244 / -8.265 eV
Spin multiplicity = 2
ΔE to the lowest compared entry with this formula, charge and spin = 3.630 eV

Positions of all 48 atoms, in Å:
O -5.333 1.115 -2.543
O 1.259 -1.499 1.453
O 4.447 2.164 -0.083
O -0.322 0.799 1.593
O 3.672 0.340 -2.332
O 2.253 -3.116 -4.002
O 4.936 -2.381 1.648
O -3.020 1.983 4.010
O -0.823 -1.398 -2.036
O -0.422 -0.599 4.688
O -2.467 -2.493 0.082
O 2.079 4.409 0.842
O -2.228 3.454 1.797
O -4.927 -1.206 -0.737
O 1.877 -4.819 -1.869
O -0.890 2.779 -0.408
H -1.052 0.774 2.339
H -0.704 -1.773 -1.209
H -0.442 -0.876 3.865
H 3.124 1.126 -1.991
H 2.505 4.117 1.648
H -5.210 0.936 -1.631
H 5.191 -1.744 0.858
H -2.891 2.310 3.215
H -4.756 -1.283 -1.752
H -4.733 1.801 -2.661
H -1.043 1.925 -0.877
H 2.086 -1.078 1.031
H 2.011 -3.915 -2.036
H 0.038 -1.650 -2.249
H -1.950 3.391 0.970
H 4.144 0.494 -3.116
H 2.787 -3.919 -3.933
H -0.477 0.301 4.908
H 4.854 1.914 -0.952
H -2.641 4.255 1.825
H -1.970 -3.015 -0.524
H 1.448 3.652 0.692
H -1.000 3.560 -1.010
H 0.578 -0.796 1.560
H 3.975 -2.468 1.678
H -5.775 -1.703 -0.517
H 1.704 -5.214 -2.861
H -0.152 1.581 1.128
H 2.164 -2.878 -4.895
H -3.359 -2.725 0.044
H 3.637 1.711 0.002
H -2.186 1.657 4.347

natural (NBO) population analysis, charges in e, atoms 1 to 8:
1 O -0.96
2 O -1.01
3 O -0.97
4 O -1.04
5 O -1.07
6 O -0.97
7 O -0.97
8 O -0.94